{
  "formula": "C8H14N4O",
  "method": "ωB97M-V with the def2-TZVPD basis set",
  "species": ["C", "C", "C", "C", "C", "C", "C", "C", "N", "N", "N", "N", "O", "H", "H", "H", "H", "H", "H", "H", "H", "H", "H", "H", "H", "H", "H"],
  "coordinates": [[-2.9906, 0.2242, 0.9392], [-4.2098, 0.0514, 0.2174], [2.2114, -0.7935, -0.2924], [1.4447, -1.8356, 0.6547], [1.5967, 0.5541, -0.1258], [-0.0613, -1.8540, 0.2100], [0.1934, 0.7494, -0.5981], [-0.2748, 2.1421, -0.3011], [-2.5151, -1.0898, -0.8371], [-5.3411, 0.4965, 0.4249], [-0.7283, -0.5506, 0.4101], [-2.0851, -0.4962, 0.2202], [-3.7946, -0.7484, -0.9224], [-2.8124, 0.4182, 2.0045], [3.2624, -0.8412, -0.1155], [2.1269, -1.2472, -1.2369], [1.7015, -2.9343, 0.7731], [1.4711, -1.4047, 1.7193], [1.4201, 0.7820, 0.8890], [2.1637, 1.3811, -0.5013], [-0.2482, -2.1888, -0.8010], [-0.5952, -2.4733, 0.9632], [-0.0373, 0.4550, -1.6085], [-1.1475, 2.0744, 0.4269], [-0.6553, 2.5030, -1.2402], [0.4730, 2.8095, 0.0559], [-5.9768, 0.1173, -0.2133]],
  "forces_ev_per_angstrom": [[0.834, -0.858, 0.045], [2.637, -0.528, -0.112], [-0.568, -2.517, 1.803], [-1.171, 1.236, 0.778], [-0.780, -0.257, -0.480], [-0.792, 0.287, 1.639], [-1.303, -2.167, 1.373], [-2.494, -1.126, 0.416], [0.592, 0.396, -0.051], [-0.955, 0.846, 1.051], [3.039, 3.264, 0.001], [0.701, -0.362, -0.797], [-2.001, 0.363, 0.525], [-0.086, 0.181, -0.920], [0.821, 0.373, 0.543], [-0.391, -0.006, -1.782], [0.474, 1.456, -0.749], [-0.099, -0.648, -1.382], [0.599, 0.114, 1.718], [0.650, 0.339, -0.522], [0.342, -0.547, -0.281], [0.227, -0.258, -0.800], [-0.095, -0.458, -0.280], [1.022, 0.388, -0.814], [-0.378, 0.645, -0.194], [0.670, 0.302, 0.479], [-1.497, -0.460, -1.207]],
  "nbo_charge": [-0.25, 0.47, -0.41, -0.40, -0.46, -0.25, 0.08, -0.67, 0.01, -0.74, -0.32, 0.06, -0.33, 0.25, 0.22, 0.20, 0.23, 0.20, 0.22, 0.23, 0.20, 0.21, 0.20, 0.25, 0.23, 0.22, 0.35],
  "homo_lumo_gap_ev": 8.22,
  "relative_energy_kj_mol": 377.77,
  "mol_weight_g_mol": 182.23,
  "e_homo_ev": -7.638
}

---

{
  "formula": "C8H14N4O4P",
  "method": "ωB97M-V with the def2-TZVPD basis set",
  "species": ["C", "C", "N", "C", "N", "C", "N", "P", "C", "O", "N", "H", "H", "H", "H", "H", "H", "H", "H", "H", "H", "C", "C", "O", "C", "O", "O", "H", "H", "H", "H"],
  "coordinates": [[1.8923, -1.5363, -1.4741], [1.0093, -0.7026, -2.3340], [-0.3728, -0.1941, -1.9888], [-0.4707, 1.0883, -1.4613], [0.6009, 2.1028, -1.1170], [-0.2108, 3.3141, -0.6110], [-1.6886, 2.8840, -0.7049], [-3.1626, 3.8164, -0.3017], [-4.7435, 2.7187, -0.3789], [-3.3632, 4.9340, -1.6672], [-1.8720, 1.5849, -1.1706], [3.0587, -1.5125, -1.7241], [1.5575, -2.2605, -0.6181], [1.4541, -0.3765, -3.3908], [-1.2786, -0.7022, -2.1288], [0.2195, 4.3600, -0.2570], [-5.6512, 3.4707, -0.5627], [-4.9220, 2.0853, 0.6046], [-4.6718, 2.0331, -1.3489], [-3.1358, 4.3438, -2.4670], [-2.7370, 1.0282, -1.3536], [3.2420, -2.3573, 2.6756], [3.0363, -3.5495, 3.5526], [2.0714, -4.3085, 2.8490], [2.1611, -3.9454, 1.5361], [1.5943, -4.5207, 0.6221], [2.9683, -2.8557, 1.3796], [4.2623, -1.9685, 2.7339], [2.5392, -1.5477, 2.8986], [3.9460, -4.1491, 3.6632], [2.6672, -3.2772, 4.5452]],
  "forces_ev_per_angstrom": [[-2.104, 2.054, -2.416], [3.544, -2.255, 1.420], [1.325, 1.647, 0.858], [-1.531, 1.516, 0.784], [-6.488, 1.461, 0.785], [-1.962, -6.451, -2.437], [1.844, 1.152, 0.016], [-1.178, 3.428, 0.401], [-0.156, -0.909, -1.459], [1.138, -4.234, 0.202], [6.696, -0.925, -0.992], [-2.975, -0.377, 0.182], [0.524, 1.954, -1.516], [-1.234, -0.267, 2.721], [1.568, 0.464, 0.055], [-1.347, -2.511, -0.798], [2.201, -1.511, 0.505], [0.566, 1.399, -2.121], [-0.599, 1.164, 2.062], [-0.711, 1.667, 1.167], [0.856, 1.449, 0.531], [0.528, 1.044, 0.387], [0.446, -0.158, 1.125], [-0.177, 0.221, -1.223], [-1.135, -1.439, -1.427], [1.185, 1.468, 1.849], [-0.527, -0.784, -0.219], [-0.188, -0.069, -0.195], [0.042, -0.075, -0.014], [-0.095, 0.065, -0.027], [-0.055, -0.188, -0.205]],
  "nbo_charge": [-0.32, -0.12, -0.61, 0.60, -0.43, 0.27, -0.49, 1.20, -0.99, -0.92, -0.44, 0.25, 0.26, 0.24, 0.43, 0.32, 0.31, 0.28, 0.22, 0.48, 0.46, -0.10, -0.10, -0.47, 0.96, -0.58, -0.50, 0.21, 0.18, 0.19, 0.21],
  "total_charge": 1,
  "homo_lumo_gap_ev": 8.24,
  "relative_energy_kj_mol": 662.24,
  "mol_weight_g_mol": 261.20,
  "e_homo_ev": -12.636
}

---

{
  "formula": "C8H14NO",
  "method": "ωB97M-V with the def2-TZVPD basis set",
  "species": ["C", "C", "C", "C", "C", "C", "C", "C", "N", "O", "H", "H", "H", "H", "H", "H", "H", "H", "H", "H", "H", "H", "H", "H"],
  "coordinates": [[0.5712, 0.6431, 0.1483], [0.6622, -0.6668, 0.1265], [1.9533, 1.2060, 0.0531], [-0.7961, 1.2202, 0.2277], [1.9786, -1.3029, 0.0070], [2.8454, -0.0439, 0.2953], [-1.7934, 0.0290, 0.1160], [-2.5294, 0.0291, -1.2186], [-0.9547, -1.2719, 0.1685], [-2.7087, -0.0446, 1.1350], [2.1073, 1.6222, -0.9453], [2.1492, 1.9955, 0.7758], [-0.9352, 1.7480, 1.1754], [-0.9779, 1.9424, -0.5691], [2.1626, -2.1061, 0.7192], [2.1468, -1.6954, -0.9995], [3.7398, -0.0260, -0.3204], [3.1501, -0.0600, 1.3405], [-3.2042, -0.8220, -1.2730], [-1.8268, 0.0058, -2.0469], [-3.1337, 0.9295, -1.2901], [-1.1113, -1.8862, -0.6301], [-1.1037, -1.7825, 1.0413], [-2.3915, 0.3373, 1.9636]],
  "forces_ev_per_angstrom": [[-0.244, -0.271, 0.079], [-3.482, -0.730, 0.136], [0.143, 0.052, -0.058], [0.043, -0.142, 0.056], [0.326, -0.471, -0.117], [0.055, 0.126, 0.012], [0.127, 0.254, -0.491], [-0.024, -0.056, 0.407], [3.562, 1.124, -0.092], [-0.444, -0.077, 0.349], [0.001, 0.078, 0.013], [-0.006, 0.048, 0.001], [-0.043, 0.034, -0.027], [-0.061, -0.001, 0.029], [0.014, 0.006, -0.002], [-0.004, -0.029, 0.039], [0.040, -0.036, 0.027], [0.024, -0.032, -0.020], [-0.033, -0.109, -0.034], [0.095, -0.006, -0.106], [0.038, 0.072, 0.011], [-0.092, 0.038, 0.111], [-0.106, 0.082, -0.181], [0.071, 0.044, -0.141]],
  "nbo_charge": [0.02, 0.20, -0.43, -0.47, -0.47, -0.37, 0.43, -0.65, -0.58, -0.69, 0.23, 0.24, 0.24, 0.26, 0.24, 0.23, 0.24, 0.22, 0.24, 0.23, 0.26, 0.43, 0.44, 0.49],
  "total_charge": 1,
  "homo_lumo_gap_ev": 10.72,
  "relative_energy_kj_mol": 65.61,
  "mol_weight_g_mol": 140.21,
  "e_homo_ev": -13.740
}

---

{
  "formula": "C8H14NO10Zr",
  "method": "ωB97M-V with the def2-TZVPD basis set",
  "species": ["Zr", "C", "N", "C", "C", "C", "C", "O", "H", "H", "H", "H", "H", "H", "H", "H", "H", "H", "H", "H", "H", "H", "C", "O", "O", "O", "C", "O", "O", "O", "C", "O", "O", "O"],
  "coordinates": [[0.1113, -2.6928, 0.2496], [0.2571, 3.4003, -0.0713], [-0.2232, 1.9991, -0.3923], [-1.4387, 1.8019, 0.5167], [-0.8051, 1.8074, -1.7713], [0.8682, 0.9770, -0.1321], [1.2718, 0.8019, 1.3000], [0.5637, -0.3545, 1.7383], [0.4049, 3.5948, 0.9868], [-0.4433, 4.1191, -0.4915], [1.2206, 3.5314, -0.5639], [-2.1546, 2.5667, 0.2333], [-1.0773, 1.8536, 1.5407], [-1.7487, 0.7712, 0.3302], [-1.5002, 2.6331, -1.9259], [-1.3043, 0.8417, -1.8569], [0.0436, 2.0060, -2.4257], [1.6709, 1.4349, -0.7140], [0.6046, 0.0095, -0.5680], [1.0875, 1.7299, 1.8573], [2.3305, 0.6538, 1.5233], [0.4942, -0.1617, 2.6813], [-1.0683, -4.1276, 1.8695], [-1.5499, -2.9443, 1.7261], [0.1714, -3.9381, 2.0872], [-1.0175, -4.6728, 0.6878], [-1.4527, -1.7897, -1.8503], [-0.9833, -2.9645, -1.6431], [-1.6988, -1.3003, -2.9665], [-1.1053, -1.1273, -0.8098], [2.5268, -2.6642, -0.4294], [1.7917, -1.7020, -0.9171], [1.8231, -3.7274, -0.6148], [2.3290, -2.3660, 0.8157]],
  "forces_ev_per_angstrom": [[0.275, -2.003, -0.251], [0.434, -0.450, -1.434], [-1.943, 0.128, 2.128], [1.215, -0.999, -0.201], [1.114, 1.509, 0.013], [1.144, 0.897, -1.169], [0.147, -0.225, -0.261], [-0.355, 1.297, 1.075], [-0.271, -0.439, 0.069], [-0.111, -0.076, 0.096], [-0.022, 0.086, -0.079], [-0.156, -0.105, 0.267], [-0.330, 0.322, 0.069], [-0.400, 0.090, -0.074], [-0.162, -0.075, 0.057], [0.468, -0.282, -0.091], [-0.199, -0.631, -0.464], [0.309, -0.518, -0.059], [-0.117, 0.435, -0.122], [-0.707, -0.222, 0.374], [0.201, -0.273, -0.964], [-0.415, -1.222, 0.158], [5.395, 4.483, -8.302], [-5.464, 3.588, 2.273], [5.383, -0.775, 6.300], [-3.772, -4.739, -2.205], [3.592, -0.670, -2.376], [-0.247, -3.360, -0.315], [-1.489, 0.166, 0.944], [-0.451, 4.016, 3.781], [-11.390, 1.381, 4.651], [0.642, 5.106, -7.268], [2.142, -6.088, -3.234], [5.541, -0.353, 6.613]],
  "nbo_charge": [2.43, -0.41, -0.20, -0.42, -0.41, -0.26, -0.10, -0.68, 0.22, 0.22, 0.22, 0.20, 0.20, 0.30, 0.19, 0.32, 0.21, 0.20, 0.34, 0.15, 0.22, 0.49, 0.89, -0.80, -0.77, -0.75, 0.97, -0.81, -0.76, -0.93, 0.91, -0.84, -0.75, -0.79],
  "total_charge": -1,
  "homo_lumo_gap_ev": 5.73,
  "mol_weight_g_mol": 375.42,
  "e_homo_ev": -4.016
}

---

Copy entry 4 word for word.
{
  "formula": "C8H14NO10Zr",
  "method": "ωB97M-V with the def2-TZVPD basis set",
  "species": ["Zr", "C", "N", "C", "C", "C", "C", "O", "H", "H", "H", "H", "H", "H", "H", "H", "H", "H", "H", "H", "H", "H", "C", "O", "O", "O", "C", "O", "O", "O", "C", "O", "O", "O"],
  "coordinates": [[0.1113, -2.6928, 0.2496], [0.2571, 3.4003, -0.0713], [-0.2232, 1.9991, -0.3923], [-1.4387, 1.8019, 0.5167], [-0.8051, 1.8074, -1.7713], [0.8682, 0.9770, -0.1321], [1.2718, 0.8019, 1.3000], [0.5637, -0.3545, 1.7383], [0.4049, 3.5948, 0.9868], [-0.4433, 4.1191, -0.4915], [1.2206, 3.5314, -0.5639], [-2.1546, 2.5667, 0.2333], [-1.0773, 1.8536, 1.5407], [-1.7487, 0.7712, 0.3302], [-1.5002, 2.6331, -1.9259], [-1.3043, 0.8417, -1.8569], [0.0436, 2.0060, -2.4257], [1.6709, 1.4349, -0.7140], [0.6046, 0.0095, -0.5680], [1.0875, 1.7299, 1.8573], [2.3305, 0.6538, 1.5233], [0.4942, -0.1617, 2.6813], [-1.0683, -4.1276, 1.8695], [-1.5499, -2.9443, 1.7261], [0.1714, -3.9381, 2.0872], [-1.0175, -4.6728, 0.6878], [-1.4527, -1.7897, -1.8503], [-0.9833, -2.9645, -1.6431], [-1.6988, -1.3003, -2.9665], [-1.1053, -1.1273, -0.8098], [2.5268, -2.6642, -0.4294], [1.7917, -1.7020, -0.9171], [1.8231, -3.7274, -0.6148], [2.3290, -2.3660, 0.8157]],
  "forces_ev_per_angstrom": [[0.275, -2.003, -0.251], [0.434, -0.450, -1.434], [-1.943, 0.128, 2.128], [1.215, -0.999, -0.201], [1.114, 1.509, 0.013], [1.144, 0.897, -1.169], [0.147, -0.225, -0.261], [-0.355, 1.297, 1.075], [-0.271, -0.439, 0.069], [-0.111, -0.076, 0.096], [-0.022, 0.086, -0.079], [-0.156, -0.105, 0.267], [-0.330, 0.322, 0.069], [-0.400, 0.090, -0.074], [-0.162, -0.075, 0.057], [0.468, -0.282, -0.091], [-0.199, -0.631, -0.464], [0.309, -0.518, -0.059], [-0.117, 0.435, -0.122], [-0.707, -0.222, 0.374], [0.201, -0.273, -0.964], [-0.415, -1.222, 0.158], [5.395, 4.483, -8.302], [-5.464, 3.588, 2.273], [5.383, -0.775, 6.300], [-3.772, -4.739, -2.205], [3.592, -0.670, -2.376], [-0.247, -3.360, -0.315], [-1.489, 0.166, 0.944], [-0.451, 4.016, 3.781], [-11.390, 1.381, 4.651], [0.642, 5.106, -7.268], [2.142, -6.088, -3.234], [5.541, -0.353, 6.613]],
  "nbo_charge": [2.43, -0.41, -0.20, -0.42, -0.41, -0.26, -0.10, -0.68, 0.22, 0.22, 0.22, 0.20, 0.20, 0.30, 0.19, 0.32, 0.21, 0.20, 0.34, 0.15, 0.22, 0.49, 0.89, -0.80, -0.77, -0.75, 0.97, -0.81, -0.76, -0.93, 0.91, -0.84, -0.75, -0.79],
  "total_charge": -1,
  "homo_lumo_gap_ev": 5.73,
  "mol_weight_g_mol": 375.42,
  "e_homo_ev": -4.016
}